{
  "formula": "C4H12N2O",
  "method": "wB97M-V/def2-TZVPD",
  "e_lumo_ev": [-3.802, -9.199],
  "total_charge": 1,
  "s_squared": 0.75,
  "spin_multiplicity": 2,
  "relative_energy_kj_mol": 213.8,
  "elements": ["C", "O", "C", "C", "C", "N", "N", "H", "H", "H", "H", "H", "H", "H", "H", "H", "H", "H", "H"],
  "coordinates": [[-1.36818, -0.99264, -0.99267], [-1.07140, -2.35211, -1.40211], [-0.08611, -0.41442, -0.40540], [-0.46207, 0.90553, 0.30152], [0.69309, 1.47127, 1.06606], [1.06808, 0.70486, 2.30718], [0.73914, -0.10051, -1.60197], [-1.66568, -0.58087, -1.95797], [-2.16239, -0.88369, -0.25021], [-1.74064, -2.90283, -0.97805], [0.31042, -1.15082, 0.30524], [-0.71787, 1.56107, -0.53077], [-1.38301, 0.89824, 0.88921], [1.65232, 1.38970, 0.51316], [0.59012, 2.49143, 1.42930], [1.85292, 1.21116, 2.73868], [1.49077, -0.21795, 2.13963], [0.54436, -0.86723, -2.23866], [1.71612, -0.17020, -1.33216]],
  "atomic_forces_ev_per_a": [[0.3, -1.3, -0.3], [-0.7, 0.2, 1.1], [-1.3, 1.0, -1.0], [0.1, -0.2, -1.1], [-0.8, -0.1, 2.0], [2.8, 0.7, -2.6], [0.2, -0.5, 1.6], [0.0, 1.1, 0.5], [-0.2, -0.5, -0.2], [0.3, -0.3, -0.3], [0.2, -0.1, -0.2], [0.3, 0.4, 0.1], [0.3, -0.4, 0.4], [0.1, 0.0, -0.1], [-0.1, 0.2, -0.4], [-0.8, 0.3, 1.1], [-1.2, -0.6, 0.3], [0.5, 0.1, -0.3], [0.1, -0.1, -0.5]]
}

***

{
  "formula": "C5H8N2",
  "method": "wB97M-V/def2-TZVPD",
  "e_lumo_ev": 0.903,
  "smiles": "C[C@H]1[C@@H](C#N)N1C",
  "relative_energy_kj_mol": 224.4,
  "elements": ["C", "C", "C", "C", "N", "N", "C", "H", "H", "H", "H", "H", "H", "H", "H"],
  "coordinates": [[-1.97364, 0.40143, 0.17864], [-0.68675, -0.29724, -0.35484], [0.59793, 0.45449, -0.65061], [0.44451, 1.89568, -0.69896], [0.14176, 2.99099, -0.91761], [0.52448, -0.30268, 0.55980], [1.64314, -1.27455, 0.75465], [-1.80494, 1.37524, 0.65079], [-2.73908, 0.58269, -0.59744], [-2.47373, -0.23745, 0.91798], [-0.97860, -1.13403, -1.00053], [1.37838, 0.12069, -1.34883], [2.35287, -1.35095, -0.09170], [1.31908, -2.29081, 0.99383], [2.25460, -0.93348, 1.60482]],
  "atomic_forces_ev_per_a": [[0.4, -0.1, 0.0], [0.4, -0.3, 0.4], [-0.3, 0.2, -0.3], [-0.4, 1.2, -0.2], [0.5, -0.9, 0.4], [-0.4, 0.2, 0.1], [-0.2, -0.1, 0.0], [0.3, -0.3, -0.1], [0.7, -0.2, -0.1], [0.3, 0.0, -0.1], [0.8, 0.0, 0.3], [-0.7, -0.1, -0.2], [-0.6, 0.1, 0.0], [-0.3, 0.2, -0.1], [-0.4, 0.1, -0.2]]
}

***

{
  "formula": "C3H4N2O2",
  "method": "wB97M-V/def2-TZVPD",
  "e_lumo_ev": [-1.003, -0.880],
  "relative_energy_kj_mol": 561.1,
  "elements": ["C", "C", "C", "O", "N", "N", "O", "H", "H", "H", "H"],
  "coordinates": [[-1.09302, 0.35443, 0.09054], [0.42854, 0.21961, -0.02557], [0.78835, -1.14036, -0.62677], [-1.44259, 0.68659, 1.33664], [1.12634, 1.32192, -0.18736], [1.05185, -1.76227, 0.41851], [-1.85055, 0.12958, -0.80950], [-2.40590, 0.80646, 1.36598], [1.71853, 1.27166, -1.01879], [0.69691, -0.50631, 1.12524], [0.98152, -1.38131, -1.66893]],
  "atomic_forces_ev_per_a": [[0.1, -0.5, 1.0], [-0.1, 0.3, -2.8], [0.2, 1.6, -0.4], [-0.3, 0.3, -0.1], [-0.7, -0.3, 0.3], [-0.3, 1.1, 1.5], [0.4, 0.2, 0.1], [0.0, 0.0, 0.0], [0.3, -0.3, 0.3], [0.5, -2.0, 0.1], [-0.3, -0.4, 0.0]]
}

***

{
  "formula": "C7H15N",
  "method": "wB97M-V/def2-TZVPD",
  "e_lumo_ev": [0.653, 0.654],
  "smiles": "C=C[C@H](C)[C@H](N)CC",
  "relative_energy_kj_mol": 355.6,
  "elements": ["C", "C", "C", "C", "H", "H", "H", "H", "H", "H", "H", "H", "C", "N", "C", "C", "H", "H", "H", "H", "H", "H", "H"],
  "coordinates": [[0.91939, 1.20488, -0.40031], [2.05234, 0.22975, -0.67297], [-0.12599, -0.14890, 1.58645], [-0.56513, 0.77977, 2.46491], [1.18991, 1.84000, 0.44810], [0.93056, 1.96587, -1.19149], [0.66943, -0.83626, 1.87178], [2.14724, -0.51747, 0.11858], [3.00677, 0.76619, -0.73137], [1.91958, -0.30049, -1.61960], [-0.83919, 0.59702, 3.49970], [-0.65197, 1.84587, 2.28204], [-0.53757, -1.92831, -0.16926], [-1.08812, 0.34187, -2.00214], [-0.72844, 0.60557, -0.64980], [-0.92389, -0.53762, 0.35302], [-0.75575, -0.54171, -2.37008], [-2.03449, 0.61754, -2.24475], [-1.27631, 1.48608, -0.30596], [-1.98480, -0.59016, 0.64053], [-1.22429, -2.25749, -0.95621], [0.46939, -1.95637, -0.58987], [-0.56868, -2.66561, 0.63870]],
  "atomic_forces_ev_per_a": [[-1.7, 0.3, -2.5], [0.0, -0.2, 0.1], [-1.1, -1.0, 1.1], [0.3, 0.6, 0.6], [-0.9, -0.6, 0.5], [0.1, -0.2, -0.3], [-0.9, -0.9, 0.7], [0.1, 0.0, 0.0], [-0.1, -0.1, 0.0], [0.0, 0.0, 0.0], [1.9, -0.2, 0.6], [-1.6, -0.1, -1.1], [0.1, 0.1, -0.1], [0.5, 0.4, -0.3], [2.5, 1.1, 1.4], [0.9, 0.9, -0.8], [-0.5, 0.2, 0.0], [0.4, -0.4, -0.1], [-0.2, -0.2, -0.1], [0.3, 0.1, 0.0], [0.0, 0.1, 0.2], [0.0, 0.1, 0.1], [-0.1, 0.1, -0.1]]
}

***

{
  "formula": "C17H19As2N3OsS3",
  "method": "wB97M-V/def2-TZVPD",
  "e_lumo_ev": [-9.488, -9.519],
  "total_charge": 2,
  "relative_energy_kj_mol": 90.3,
  "elements": ["Os", "S", "C", "C", "N", "C", "S", "C", "N", "C", "As", "C", "C", "C", "C", "C", "C", "C", "As", "C", "C", "H", "H", "H", "H", "H", "H", "H", "H", "H", "H", "H", "H", "H", "H", "H", "H", "S", "C", "C", "N", "C", "H", "H", "H"],
  "coordinates": [[0.65433, 0.88988, -0.86277], [-0.42361, 2.26707, -2.39973], [-1.65415, 3.04008, -1.54036], [-2.33183, 4.09817, -2.21987], [-2.83025, 4.97165, -2.77625], [-1.99660, 2.71096, -0.22575], [-1.18216, 1.56954, 0.70353], [-3.06107, 3.41218, 0.42089], [-3.88699, 3.99956, 0.96257], [2.74978, -2.02204, 0.96946], [1.27388, -0.75239, 0.94821], [1.43409, 0.11388, 2.67826], [-0.28013, -1.90589, 1.08055], [-0.53803, -2.63105, 2.23760], [-1.72406, -3.34309, 2.35654], [-2.65471, -3.32446, 1.32846], [-2.36768, -2.66363, 0.14062], [-1.17414, -1.96504, 0.01474], [-0.68955, -1.03083, -1.61009], [-2.25625, -1.01476, -2.74147], [0.48120, -2.24936, -2.57337], [2.70689, -2.55275, 1.92000], [3.71214, -1.51960, 0.88694], [2.64422, -2.74161, 0.16037], [1.16376, -0.58438, 3.46817], [0.77413, 0.97722, 2.73452], [2.46206, 0.44011, 2.82932], [0.17258, -2.63586, 3.05551], [-1.92482, -3.90367, 3.25937], [-3.60716, -3.82228, 1.44951], [-3.07996, -2.69355, -0.67392], [-2.54821, -2.04643, -2.93293], [-1.99716, -0.54675, -3.69044], [-3.08830, -0.47810, -2.28975], [0.05179, -3.24910, -2.61038], [1.46583, -2.29240, -2.11062], [0.59555, -1.87689, -3.59207], [4.32199, 3.14599, 0.76379], [3.06012, 4.24457, 0.42218], [2.00734, 3.60245, -0.13242], [2.18967, 2.24287, -0.28038], [3.38270, 1.88039, 0.16022], [3.15120, 5.29625, 0.64078], [1.09381, 4.07764, -0.45205], [3.74774, 0.86545, 0.12251]],
  "atomic_forces_ev_per_a": [[-3.1, 1.6, 0.7], [0.3, -0.3, 1.3], [0.5, -0.1, -0.7], [-0.2, 0.0, -0.1], [0.0, -0.1, 0.0], [0.2, -0.1, 0.7], [1.9, -0.4, -2.4], [-0.1, 0.0, 0.0], [0.0, 0.0, 0.0], [0.0, 0.1, -0.1], [0.0, -0.2, 0.0], [-0.1, 0.0, 0.0], [0.0, 0.1, 0.1], [0.0, 0.0, 0.0], [0.0, 0.0, 0.0], [0.0, 0.0, 0.0], [0.0, 0.0, 0.0], [-0.1, 0.2, -0.2], [0.3, -0.9, 0.3], [0.0, 0.3, 0.0], [0.0, 0.1, -0.1], [0.0, 0.0, 0.0], [0.0, 0.0, 0.0], [0.0, 0.0, 0.0], [0.0, 0.0, 0.0], [0.0, 0.0, 0.0], [0.0, 0.0, 0.0], [0.0, 0.0, 0.0], [0.0, 0.0, 0.0], [0.0, -0.1, 0.0], [0.0, 0.0, 0.0], [0.1, 0.0, 0.1], [0.0, 0.0, 0.0], [0.1, 0.0, 0.1], [-0.1, 0.0, 0.1], [0.0, 0.0, 0.1], [0.0, 0.0, 0.0], [-0.1, -0.1, -0.2], [0.1, 0.0, 0.0], [0.0, 0.1, 0.0], [0.3, -0.4, 0.4], [0.2, 0.2, 0.0], [0.0, 0.0, 0.0], [0.0, -0.1, 0.0], [0.0, 0.0, 0.0]]
}

***

{
  "formula": "C4H15N2O",
  "method": "wB97M-V/def2-TZVPD",
  "e_lumo_ev": -2.728,
  "total_charge": 1,
  "relative_energy_kj_mol": 16.9,
  "elements": ["C", "C", "C", "C", "N", "N", "H", "H", "H", "H", "H", "H", "H", "H", "H", "H", "H", "H", "H", "H", "H", "O"],
  "coordinates": [[-0.11089, -0.70640, 2.07460], [-0.99882, -0.96501, 0.86452], [-0.19951, -1.20270, -0.41884], [1.54470, -0.10746, -1.82391], [0.45140, 0.07322, -0.84170], [0.63131, 0.56468, 1.90284], [0.62154, -1.50199, 2.17133], [-0.71718, -0.70773, 2.97736], [-1.64681, -1.81859, 1.01039], [-1.62613, -0.09415, 0.68371], [-0.86788, -1.47994, -1.22782], [0.58076, -1.95321, -0.33881], [2.42991, -0.46934, -1.31711], [1.78590, 0.84704, -2.27290], [1.27083, -0.82771, -2.59168], [-0.26210, 0.67458, -1.26403], [0.82071, 0.55804, -0.00252], [0.06583, 1.34681, 2.21231], [1.44103, 0.55557, 2.51320], [-1.83727, 2.85530, -0.78435], [-1.87091, 2.23132, -2.20770], [-1.50642, 2.12768, -1.31889]],
  "atomic_forces_ev_per_a": [[-0.1, 0.2, -0.1], [0.6, 0.1, -0.4], [-0.3, 0.3, 0.2], [0.3, -0.1, -0.1], [0.3, -0.1, -0.8], [0.1, -0.2, 0.1], [0.1, -0.2, 0.0], [0.0, 0.0, 0.1], [-0.2, -0.2, 0.2], [-0.3, 0.1, 0.1], [0.0, -0.2, -0.1], [0.0, -0.1, 0.2], [0.1, -0.1, 0.2], [0.0, 0.2, -0.1], [-0.2, 0.1, 0.0], [-0.1, 0.3, 0.4], [-0.3, -0.1, 0.4], [-0.1, 0.0, 0.0], [0.0, 0.1, 0.0], [-0.1, 0.1, -0.1], [-0.1, 0.2, 0.2], [0.1, -0.3, -0.3]]
}

***

{
  "formula": "CHAsBr2F6O3Pt",
  "method": "wB97M-V/def2-TZVPD",
  "e_lumo_ev": [4.885, 4.840],
  "total_charge": -2,
  "s_squared": 2.00,
  "spin_multiplicity": 3,
  "relative_energy_kj_mol": 0.0,
  "elements": ["Pt", "As", "F", "F", "F", "F", "F", "F", "O", "C", "O", "O", "H", "Br", "Br"],
  "coordinates": [[25.12058, -11.43349, 6.71258], [24.97814, -9.47452, 3.13390], [26.55236, -9.18507, 3.74559], [25.49201, -10.96283, 2.45278], [23.37939, -9.76618, 2.53090], [24.43470, -7.99555, 3.81061], [25.38797, -8.66648, 1.65059], [24.53294, -10.30307, 4.62504], [22.91116, -13.87150, 8.89630], [23.69410, -13.11222, 8.08951], [24.83849, -12.76006, 8.49909], [23.26389, -12.73034, 6.98880], [23.45662, -13.97908, 9.67779], [24.53392, -9.12611, 7.78440], [27.08164, -12.64209, 5.60829]],
  "atomic_forces_ev_per_a": [[0.5, 0.6, -0.2], [-0.2, -0.2, 0.2], [0.5, 0.1, 0.2], [0.2, -0.5, -0.2], [-0.3, -0.1, -0.1], [-0.2, 0.6, 0.2], [0.1, 0.2, -0.3], [0.0, 0.0, -0.2], [0.0, -0.1, -0.2], [0.8, 1.0, -0.3], [-0.3, -0.7, 0.8], [-0.7, -0.2, -0.2], [0.1, -0.1, 0.3], [-0.1, -0.5, 0.0], [-0.3, -0.1, 0.2]]
}

***

{
  "formula": "C12H28N4O12S2",
  "method": "wB97M-V/def2-TZVPD",
  "e_lumo_ev": [1.909, 1.909],
  "total_charge": -1,
  "s_squared": 0.75,
  "spin_multiplicity": 2,
  "elements": ["C", "N", "O", "O", "H", "H", "H", "C", "N", "O", "O", "H", "H", "H", "C", "N", "O", "O", "H", "H", "H", "C", "N", "O", "O", "H", "H", "H", "C", "C", "C", "S", "O", "O", "C", "H", "H", "H", "H", "H", "H", "H", "H", "C", "C", "C", "S", "O", "O", "C", "H", "H", "H", "H", "H", "H", "H", "H"],
  "coordinates": [[3.44781, -3.87423, 1.31051], [2.89935, -2.65570, 1.88210], [3.70938, -1.69207, 1.96984], [1.70140, -2.70116, 2.18733], [3.63154, -4.52125, 2.16824], [4.32940, -3.68631, 0.69765], [2.61682, -4.22526, 0.69868], [0.07073, 3.61650, -2.35068], [-0.98141, 4.28393, -1.42407], [-1.92806, 3.59505, -1.11614], [-0.79513, 5.51618, -1.05575], [-0.01537, 3.90767, -3.39754], [-0.18694, 2.55891, -2.40734], [1.03197, 3.95222, -1.96155], [-1.11457, -2.44442, -8.11292], [-0.85842, -3.05343, -6.71619], [-0.00986, -2.58750, -6.07514], [-1.67169, -3.90061, -6.42286], [-2.16506, -2.29394, -8.36179], [-0.78612, -3.12332, -8.89989], [-0.55832, -1.50707, -8.10486], [-1.40567, -0.85803, 3.52185], [-1.67077, -0.78594, 4.95531], [-2.77024, -1.06620, 5.28931], [-0.64360, -0.74258, 5.62379], [-1.66122, 0.15248, 3.20301], [-2.05040, -1.55469, 2.98605], [-0.33877, -0.99568, 3.34616], [0.96308, 3.77390, 4.04154], [1.97751, 2.61673, 3.88443], [1.41134, 1.37826, 3.11525], [0.42146, 2.28596, 1.85687], [-0.92346, 1.77155, 1.78283], [1.22081, 2.23515, 0.64655], [0.45330, 4.01428, 2.65123], [1.25012, 4.70775, 4.52493], [0.12641, 3.49571, 4.68239], [2.39255, 2.32886, 4.85034], [2.91556, 2.91586, 3.41679], [0.69988, 0.84115, 3.74250], [2.04811, 0.60577, 2.68409], [-0.57794, 4.35508, 2.55910], [1.11927, 4.66132, 2.08035], [-2.37977, -1.49769, -1.86295], [-2.12690, -1.17817, -0.47206], [-0.68997, -0.58498, -0.31666], [0.34878, -1.46144, -1.55640], [1.17704, -2.57159, -1.03165], [0.98801, -0.56671, -2.47915], [-1.11754, -2.27664, -2.38005], [-2.49620, -0.58240, -2.44327], [-3.27257, -2.06378, -2.12861], [-1.93774, -2.03380, 0.17618], [-2.91790, -0.54829, -0.06504], [-0.27849, -0.56371, 0.69247], [-0.65395, 0.42986, -0.71278], [-1.06050, -3.27738, -1.95184], [-0.90707, -2.52410, -3.42052]],
  "atomic_forces_ev_per_a": [[-1.0, 0.5, 0.1], [2.9, -2.0, -2.0], [0.7, 2.4, 0.7], [-3.5, 0.8, 1.4], [0.3, -0.6, -0.2], [0.0, 0.1, 0.3], [0.2, -0.6, -0.1], [-0.6, 0.5, 0.3], [0.6, 2.5, -0.1], [0.6, 0.8, 0.0], [-0.5, -4.2, -1.2], [-0.4, 0.9, 0.2], [0.6, 0.0, 0.9], [-0.1, -0.7, 0.0], [0.6, 0.2, -0.1], [-3.7, -0.1, -3.8], [2.7, 0.9, 2.2], [0.0, -0.8, 0.8], [-0.1, 0.0, 0.9], [0.5, -0.1, 0.4], [-0.1, -0.2, -0.3], [0.2, 1.6, -1.4], [3.2, -2.8, -1.5], [-2.3, 0.4, 1.8], [-1.0, 1.0, 1.0], [0.0, 0.0, -0.5], [0.1, -0.1, 0.5], [-0.2, -0.4, 0.1], [-0.6, -0.8, 0.0], [1.6, -0.7, 1.0], [-1.6, 1.9, 0.8], [1.7, -0.7, -0.1], [-0.5, 0.4, 0.2], [-0.5, 0.8, 0.0], [-0.6, -0.9, -1.1], [0.9, -0.1, -0.2], [-0.1, -0.6, 0.0], [-0.5, -0.3, 0.3], [-0.2, 0.5, -0.6], [-0.1, 0.2, 0.1], [0.5, 0.4, -0.4], [0.1, 0.1, 0.1], [0.0, -0.3, -0.2], [1.0, -1.1, -3.4], [1.7, 0.1, 2.7], [-0.1, 1.1, -1.2], [0.2, -3.6, 0.4], [-1.5, 2.1, -0.5], [-0.1, 1.0, -0.1], [0.4, 0.0, 1.1], [0.2, 0.3, -0.1], [-0.1, -0.2, 0.6], [-1.1, -0.7, -0.1], [0.3, 0.1, 0.3], [0.1, -0.5, -0.2], [0.0, 0.2, 0.1], [-0.3, 0.0, 0.5], [-0.2, 1.0, -0.3]]
}

***

no.,DFT total energy (eV),molar mass (g/mol)
1,-9360.2013,104.15
2,-8292.6706,96.13
3,-10246.4492,100.08
4,-8988.8041,113.20
5,-179041.0989,701.64
6,-9413.4866,107.18
7,-227678.0068,604.81
8,-65085.0690,484.51